# 1
Here is a single C5H7BrN2O2S molecule from OMol25. Energies are from ωB97M-V/def2-TZVPD.

The calculation puts the energy above the lowest of the compared OMol25 structures with the same formula, charge and spin at 94.70 kcal per mole. For the total energy, the calculation gives -93244.408 eV. The HOMO energy (alpha / beta) comes out at -8.401 / -8.401 eV. Its net charge is 0. As for the maximum force: 3.65 eV/Å.

```
18
Properties=species:S:1:pos:R:3:forces:R:3
C -1.199 -0.845 0.210 -0.6 0.7 0.5
C -0.921 0.496 0.121 -0.3 -1.0 0.6
C -0.154 -1.767 0.274 -0.1 -0.5 -0.7
C 1.309 0.328 -0.398 0.7 -2.2 -0.4
C 0.358 2.537 0.304 -0.1 -0.9 -1.4
N 0.324 1.042 0.056 0.1 1.2 0.6
N 0.914 -4.114 -0.296 -0.5 1.4 1.8
O -1.566 -4.055 0.231 -0.8 -0.4 0.8
O -0.755 -3.278 -1.995 0.1 0.0 2.3
S -0.562 -3.412 -0.533 1.0 1.8 -3.0
Br 3.108 0.868 -0.018 -0.5 0.1 0.1
H -2.290 -1.035 0.384 1.0 -0.4 -0.6
H -1.675 1.223 0.152 -1.1 0.8 0.1
H -0.118 2.873 -0.675 1.0 0.6 1.6
H -0.110 2.878 1.206 -1.2 -0.4 0.2
H 1.378 2.771 0.562 0.5 0.4 -1.1
H 1.529 -3.322 -0.340 0.7 0.3 0.3
H 1.193 -4.761 -0.966 0.1 -1.5 -1.6
```
Positions in Å, forces in eV/Å.

=====

# 2
Here is a single C5H7Cl molecule from OMol25. Energies are from ωB97M-V/def2-TZVPD.

The calculation puts the energy above the lowest of the compared OMol25 structures with the same formula, charge and spin at 88.88 kcal per mole. For the total energy, the calculation gives -17816.624 eV. The HOMO energy comes out at -8.353 eV. Its net charge is 0. As for the maximum force: 4.89 eV/Å.

```
13
Properties=species:S:1:pos:R:3:forces:R:3
C -0.452 0.216 0.782 1.5 1.7 -1.4
C -1.298 1.145 1.528 0.1 -0.8 -0.4
C 0.511 0.698 -0.111 -1.2 -0.8 0.1
C -0.899 -1.195 0.531 -0.7 -0.1 4.8
C 1.052 0.009 -1.325 2.7 -0.8 1.9
Cl -0.601 2.644 1.941 0.3 -0.1 0.0
H 0.881 1.694 -0.200 -0.3 1.0 1.0
H -0.431 -1.451 -0.344 0.2 -1.5 -1.9
H -1.984 -1.242 0.616 -0.1 0.0 -0.8
H -0.594 -1.896 1.421 -0.1 1.2 -1.7
H 0.754 0.458 -2.231 0.0 0.9 -1.0
H 0.855 -1.019 -1.398 -0.7 -1.3 -0.1
H 2.207 -0.062 -1.210 -1.6 0.8 -0.5
```
Positions in Å, forces in eV/Å.

=====

# 3
Here is 2 unconnected molecules or ions with the total composition C5H7Cl from OMol25. Energies are from ωB97M-V/def2-TZVPD.

The calculation puts the energy above the lowest of the compared OMol25 structures with the same formula, charge and spin at 95.51 kcal per mole. For the total energy, the calculation gives -17816.337 eV. The HOMO energy comes out at -9.191 eV. Its net charge is 0. As for the maximum force: 3.84 eV/Å. As for the SMILES: ClC1=CC1.C=C.

```
13
Properties=species:S:1:pos:R:3:forces:R:3
C 1.540 1.171 0.516 0.7 0.0 -0.2
C 1.040 0.966 -0.693 -0.3 -1.6 -0.3
C -1.209 -1.114 0.594 1.7 3.4 -0.8
C -1.605 -1.005 -0.909 1.4 1.3 0.8
C -2.250 -0.250 -0.052 1.9 -2.2 -1.4
Cl -3.381 0.915 0.083 -1.1 1.3 0.4
H 1.531 2.164 0.903 0.2 0.8 0.1
H 2.132 0.503 1.136 -0.8 -0.6 -0.1
H 0.786 1.824 -1.287 -0.6 0.2 -0.1
H -1.563 -1.914 1.076 -1.1 -3.2 1.8
H -0.255 -0.678 1.128 -1.8 -0.5 -1.5
H 0.805 -0.054 -1.143 1.0 1.5 0.6
H -1.049 -1.050 -1.866 -1.1 -0.2 0.7
```
Positions in Å, forces in eV/Å.

=====

# 4
Here is a single C5H7Cl molecule from OMol25. Energies are from ωB97M-V/def2-TZVPD.

The calculation puts the energy above the lowest of the compared OMol25 structures with the same formula, charge and spin at 54.95 kcal per mole. For the total energy, the calculation gives -17818.096 eV. The HOMO energy comes out at -9.671 eV. Its net charge is 0. As for the maximum force: 7.36 eV/Å. As for the SMILES: C=CC(Cl)C=C.

```
13
Properties=species:S:1:pos:R:3:forces:R:3
C 0.583 -2.060 0.004 -0.3 -1.5 2.7
C -1.262 1.347 0.993 1.4 -0.4 0.5
C 0.457 -0.974 -0.667 1.0 1.4 -0.2
C -0.782 1.228 -0.209 5.9 -3.7 2.4
C 0.732 0.380 -0.242 -3.6 2.6 -2.0
Cl 1.765 1.237 -1.486 -0.3 -0.3 0.5
H 0.315 -3.026 -0.355 0.0 -0.5 -0.4
H 0.745 -1.979 1.079 0.4 -0.2 -0.1
H -2.071 1.920 1.092 -3.7 1.9 0.5
H -0.852 1.070 1.971 0.5 -0.2 -0.8
H 0.241 -0.990 -1.665 -0.8 -0.4 -2.7
H -1.027 1.290 -1.187 -1.7 1.2 -2.6
H 1.157 0.557 0.672 1.2 0.1 2.2
```
Positions in Å, forces in eV/Å.

=====

# 5
Here is a single C5H7Cl2NO3S molecule from OMol25. Energies are from ωB97M-V/def2-TZVPD.

The calculation puts the energy above the lowest of the compared OMol25 structures with the same formula, charge and spin at 0.00 kcal per mole. For the total energy, the calculation gives -48806.944 eV. The HOMO energy comes out at -10.003 eV. Its net charge is 0. As for the maximum force: 3.48 eV/Å. As for the SMILES: O=S(=O)(NO)C1=C(Cl)CC[C@@H]1Cl.

```
19
Properties=species:S:1:pos:R:3:forces:R:3
C 0.303 -0.103 0.021 -0.8 -0.3 -1.3
C 1.503 -0.240 0.603 -0.1 0.6 -1.1
C 1.635 0.506 1.891 0.4 1.7 3.0
C 0.187 1.085 2.175 0.0 -0.4 -1.7
C -0.615 0.723 0.847 -1.1 2.3 0.7
N -1.908 -0.661 -2.184 1.2 -0.7 1.5
O 0.559 -0.507 -2.716 0.8 0.8 -1.0
O -0.078 -2.423 -1.265 -0.7 1.1 -0.5
O -1.880 -0.321 -3.537 -1.3 0.2 -0.3
S -0.224 -1.036 -1.660 0.0 -0.9 2.9
Cl 2.861 -0.936 -0.183 -0.1 -0.2 0.4
Cl -1.999 -0.225 1.416 -1.0 -0.6 -0.3
H 1.857 -0.112 2.803 0.2 -0.1 -1.2
H 2.457 1.358 1.993 -1.6 -1.8 -0.9
H -0.378 0.729 3.057 0.8 -0.4 -0.6
H 0.119 2.150 2.263 0.6 0.7 0.0
H -1.090 1.730 0.387 1.3 -2.6 0.6
H -2.335 -1.590 -2.194 0.0 0.0 0.4
H -0.972 -0.127 -3.717 1.4 0.3 -0.5
```
Positions in Å, forces in eV/Å.

=====

# 6
Here is a single C5H7ClN2 molecule from OMol25. Energies are from ωB97M-V/def2-TZVPD.

The calculation puts the energy above the lowest of the compared OMol25 structures with the same formula, charge and spin at 0.00 kcal per mole. For the total energy, the calculation gives -20801.268 eV. The HOMO energy comes out at -8.125 eV. Its net charge is 0. As for the maximum force: 1.23 eV/Å. As for the SMILES: Cc1c(Cl)c[nH]c1N.

```
15
Properties=species:S:1:pos:R:3:forces:R:3
C -0.566 -0.801 1.657 0.3 0.5 0.3
C -0.289 0.039 0.448 0.5 -0.6 -0.6
C 0.534 -0.300 -0.626 -0.6 0.7 0.5
C -0.316 1.735 -1.069 0.0 0.3 -0.3
C -0.819 1.315 0.138 0.2 0.1 -0.2
H -1.625 -1.034 1.740 -0.1 0.0 0.1
H -0.021 -1.744 1.625 0.0 0.0 -0.1
H -0.246 -0.273 2.578 -0.3 -0.3 -0.4
H 0.789 -2.267 -0.969 -0.2 -0.3 -0.1
H 2.057 -1.569 -0.221 0.1 0.0 0.0
H 1.034 0.727 -2.361 0.3 0.1 -0.7
H -0.465 2.648 -1.642 0.0 -0.3 0.3
N 1.331 -1.425 -0.909 0.2 0.1 0.0
N 0.502 0.741 -1.527 -0.4 -0.4 1.1
Cl -1.899 2.206 1.139 0.0 0.0 0.0
```
Positions in Å, forces in eV/Å.